{
  "formula": "C6H10",
  "method": "ωB97M-V/def2-TZVPD",
  "orbital_gap_ha": 0.334,
  "total_charge": 0,
  "homo_ev": -8.14,
  "elements": ["C", "C", "C", "C", "C", "C", "H", "H", "H", "H", "H", "H", "H", "H", "H", "H"],
  "coordinates": [[-1.949, 0.005, 0.525], [-0.282, 1.106, -0.439], [0.970, 1.150, -0.006], [1.440, -0.158, 0.598], [0.299, -1.152, 0.279], [-0.825, -0.223, -0.148], [-2.088, -0.427, 1.499], [-2.631, 0.781, 0.187], [-0.885, 1.888, -0.881], [0.257, -0.353, -2.211], [1.579, 2.038, -0.025], [1.596, -0.054, 1.681], [2.394, -0.478, 0.168], [-0.026, -1.748, 1.135], [0.625, -1.852, -0.504], [-0.474, -0.524, -1.857]],
  "lowdin_charge": [0.077, -0.173, -0.112, -0.171, -0.166, -0.432, 0.073, 0.074, 0.120, 0.119, 0.095, 0.108, 0.103, 0.107, 0.100, 0.079]
}